# 1
The following is a quantum chemistry calculation of a molecular structure, C37H25AsF5O2PtSeTe, from OMol25.

Values from the calculation:
net charge: -1
spin multiplicity: 3
LUMO level (spin up / spin down): 2.4 / 1.6 eV

Element x y z (Å)
Pt1 -1.4053 -0.6468 0.1174
C1 4.5958 -1.1056 1.3767
C2 3.4707 -0.5437 1.9602
C3 2.3139 -0.3677 1.2116
C4 2.2862 -0.7409 -0.1246
C5 3.4150 -1.3100 -0.7092
C6 4.5666 -1.4929 0.0416
As1 0.6509 -0.4167 -1.1141
C7 1.0243 1.2547 -2.0116
C8 2.2864 1.8414 -2.0227
C9 2.4702 3.0653 -2.6492
C10 1.3960 3.7041 -3.2574
C11 0.1381 3.1215 -3.2391
C12 -0.0515 1.8959 -2.6162
C13 0.8212 -1.7205 -2.5374
C14 1.2284 -1.3765 -3.8195
C15 1.3312 -2.3556 -4.7999
C16 1.0300 -3.6756 -4.4993
C17 0.6210 -4.0192 -3.2170
C18 0.5128 -3.0446 -2.2370
H1 5.4963 -1.2496 1.9613
H2 3.4792 -0.2457 3.0013
H3 1.4278 0.0526 1.6731
H4 3.3924 -1.6164 -1.7488
H5 5.4419 -1.9393 -0.4138
H6 3.1210 1.3543 -1.5328
H7 3.4504 3.5264 -2.6529
H8 1.5392 4.6679 -3.7304
H9 -0.7108 3.6299 -3.6763
H10 -1.0428 1.4606 -2.5677
H11 1.4531 -0.3440 -4.0593
H12 1.6403 -2.0822 -5.8012
H13 1.1043 -4.4364 -5.2664
H14 0.3722 -5.0462 -2.9813
H15 0.1718 -3.3070 -1.2403
Te1 -1.6037 -2.8218 1.4636
C19 -0.6390 -2.2918 3.2819
C20 -1.3942 -1.8462 4.3665
C21 -0.7875 -1.5308 5.5756
C22 0.5893 -1.6427 5.7167
C23 1.3509 -2.0774 4.6405
C24 0.7411 -2.4049 3.4362
H16 -2.4675 -1.7443 4.2600
H17 -1.3932 -1.1888 6.4065
H18 1.0648 -1.3925 6.6572
H19 2.4266 -2.1689 4.7379
H20 1.3455 -2.7474 2.6051
O1 -1.6875 3.5355 -0.4101
C25 -1.5616 2.4342 0.1111
O2 -2.2167 1.3772 -0.2228
C26 -0.5675 2.2907 1.2502
C27 0.6249 3.0056 1.2072
C28 1.5327 2.9186 2.2529
C29 1.2429 2.1351 3.3637
C30 0.0522 1.4236 3.4177
C31 -0.8467 1.4942 2.3597
H21 0.8216 3.6313 0.3451
H22 2.4672 3.4650 2.2036
H23 1.9478 2.0732 4.1847
H24 -0.1731 0.8014 4.2744
H25 -1.7841 0.9497 2.4007
F1 -7.2574 2.2364 -0.8727
C32 -6.2501 1.3910 -1.1238
C33 -5.2864 1.7146 -2.0601
F2 -5.3606 2.8831 -2.7083
C34 -4.2570 0.8282 -2.3126
F3 -3.3512 1.1960 -3.2236
C35 -4.1506 -0.3927 -1.6594
Se1 -2.6642 -1.5507 -1.9567
C36 -5.1381 -0.6891 -0.7288
F4 -5.1151 -1.8397 -0.0499
C37 -6.1757 0.1841 -0.4551
F5 -7.1171 -0.1308 0.4475

# 2
The following is a quantum chemistry calculation of a molecular structure, C37H25Cl2N7O4V at a distorted geometry, from OMol25.

Values from the calculation:
net charge: -2
spin multiplicity: 4
LUMO level (spin up / spin down): 4.3 / 4.3 eV

Element x y z (Å)
V1 -0.3243 0.5716 -0.2969
O1 3.9578 -1.9546 0.8056
C1 3.1060 -1.3692 0.1662
N1 1.8651 -1.8849 -0.0982
C2 -0.4068 -2.5362 0.7462
C3 -0.4950 -3.6749 1.7006
C4 -1.4164 -4.7248 1.1990
C5 -2.2674 -4.4262 0.1731
C6 -2.2608 -3.2036 -0.5368
C7 -1.1863 -2.2940 -0.3276
N2 -0.8612 -1.2181 -1.1924
C8 -0.8426 -1.5348 -2.5008
O2 -0.9192 -2.6713 -2.9839
C9 -0.7291 -0.3967 -3.4913
C10 -1.4983 -0.5053 -4.6487
C11 -1.4307 0.4930 -5.6023
C12 -0.5566 1.5486 -5.3849
C13 0.1844 1.5534 -4.2155
N3 0.1059 0.6179 -3.2759
C14 3.3309 0.0298 -0.3193
C15 4.4771 0.6920 0.1155
C16 4.6508 2.0233 -0.1984
C17 3.6848 2.6446 -0.9823
C18 2.5818 1.9080 -1.3731
N4 2.3743 0.6418 -1.0312
H1 -0.7690 -3.3927 2.7310
H2 -1.4416 -5.6890 1.6935
H3 -2.9956 -5.1709 -0.1364
H4 -2.9719 -3.0197 -1.3291
H5 -2.1234 -1.3786 -4.7669
H6 -2.0401 0.4477 -6.4969
H7 -0.4520 2.3474 -6.1078
H8 0.8862 2.3622 -4.0315
H9 5.1882 0.1337 0.7075
H10 5.5033 2.5837 0.1641
H11 3.7939 3.6785 -1.2792
H12 1.8120 2.3543 -1.9926
O3 3.1809 -5.2607 4.3537
C19 2.3111 -5.1373 3.2773
O4 1.9848 -6.1701 2.7219
C20 1.8824 -3.8162 2.9193
C21 2.1124 -2.6700 3.6596
C22 1.6774 -1.3934 3.3043
C23 1.0655 -1.1282 2.0687
C24 1.0185 -2.2558 1.0462
C25 1.1049 -3.6847 1.6524
N5 0.5773 0.0237 1.6365
C26 0.5533 1.1179 2.4809
C27 0.3638 2.3566 1.9284
C28 0.4153 3.5813 2.6790
C29 0.3347 4.7764 2.0406
C30 0.1772 4.7996 0.6284
C31 0.0736 3.5977 -0.0301
N6 0.1545 2.3981 0.5540
H13 3.4473 -4.3798 4.6312
H14 2.6479 -2.7322 4.6059
H15 1.8524 -0.5806 3.9966
H16 1.3465 -1.3137 -0.7519
H17 1.4335 -4.4178 0.9185
H18 0.7330 1.0107 3.5436
H19 0.5364 3.5186 3.7540
H20 0.3909 5.7056 2.5978
H21 0.1163 5.7336 0.0860
H22 -0.0885 3.5804 -1.1031
Cl1 -2.6073 3.5307 -2.6729
C32 -3.5566 2.8297 -1.3985
C33 -4.8332 3.3025 -1.1800
C34 -5.6191 2.7573 -0.1770
C35 -5.1048 1.7357 0.6159
C36 -3.8244 1.2791 0.4124
Cl2 -3.1542 0.0477 1.4252
C37 -2.9566 1.7911 -0.6254
N7 -1.7303 1.3289 -0.8019
H23 -5.2037 4.1093 -1.8002
H24 -6.6173 3.1384 -0.0029
H25 -5.7097 1.3040 1.4035

# 3
The following is a quantum chemistry calculation of a molecular structure, C37H26BaFN5P2S2Se2 at a distorted geometry, from OMol25.

Values from the calculation:
net charge: -2
LUMO level: 3.4 eV

Element x y z (Å)
Ba1 1.7717 -3.0079 -2.1530
Se1 -4.7753 1.2830 -0.2917
P1 -2.8312 2.0448 -0.6160
C1 -2.7225 3.1798 -2.0393
C2 -3.8809 3.5468 -2.7058
C3 -3.8216 4.4351 -3.7752
C4 -2.6036 4.9568 -4.1779
C5 -1.4371 4.5822 -3.5192
C6 -1.4946 3.6934 -2.4602
C7 -2.3167 3.0523 0.8252
C8 -1.7271 4.3090 0.7188
C9 -1.3959 5.0268 1.8621
C10 -1.6538 4.5002 3.1178
C11 -2.2616 3.2572 3.2313
C12 -2.5963 2.5434 2.0927
C13 -1.5266 0.8512 -0.9388
C14 -0.8116 -0.1076 -0.2110
N1 0.0079 -0.7115 -1.0779
N2 -0.1952 -0.1913 -2.2785
N3 -1.1108 0.7580 -2.2233
P2 -0.7742 -0.7526 1.4599
Se2 0.3682 -2.5078 1.6965
C15 -0.1121 0.5832 2.5014
C16 -0.0586 0.4225 3.8868
C17 0.6021 1.3527 4.6724
C18 1.2431 2.4345 4.0804
C19 1.2205 2.5818 2.7026
C20 0.5455 1.6595 1.9142
C21 -2.5146 -1.0421 1.8913
C22 -3.2415 -1.8199 0.9905
C23 -4.5425 -2.1901 1.2813
C24 -5.1302 -1.7885 2.4734
C25 -4.4095 -1.0237 3.3775
C26 -3.1010 -0.6575 3.0915
H1 -4.8249 3.1262 -2.3818
H2 -4.7307 4.7115 -4.2949
H3 -2.5569 5.6493 -5.0097
H4 -0.4802 4.9717 -3.8432
H5 -0.5812 3.3751 -1.9748
H6 -1.5335 4.7400 -0.2525
H7 -0.9403 6.0049 1.7670
H8 -1.3866 5.0582 4.0071
H9 -2.4685 2.8387 4.2088
H10 -3.1056 1.5926 2.1745
H11 -0.5051 -0.4519 4.3427
H12 0.6427 1.2184 5.7464
H13 1.7749 3.1512 4.6943
H14 1.7349 3.4118 2.2351
H15 0.5291 1.7742 0.8380
H16 -2.7830 -2.1333 0.0605
H17 -5.1005 -2.7868 0.5716
H18 -6.1528 -2.0682 2.6950
H19 -4.8642 -0.7105 4.3095
H20 -2.5491 -0.0546 3.7996
S1 2.2635 -5.4451 -0.6662
C27 1.6459 -6.3492 -2.0127
S2 1.3554 -5.6196 -3.5692
C28 1.3738 -7.7092 -1.8520
C29 1.5946 -8.3946 -0.6154
N4 1.7423 -9.0014 0.3556
C30 0.8491 -8.5150 -2.9117
N5 0.4000 -9.1958 -3.7291
F1 9.0256 -3.0145 -3.1100
C31 7.7874 -2.6167 -2.6597
C32 7.1777 -3.3115 -1.6355
C33 5.9379 -2.8988 -1.1731
C34 5.2572 -1.7751 -1.7103
C35 3.9711 -1.3467 -1.2341
C36 5.9301 -1.1216 -2.7741
C37 7.1721 -1.5306 -3.2410
H21 7.6725 -4.1748 -1.2068
H22 5.4588 -3.4591 -0.3780
H23 3.6965 -0.3210 -1.4853
H24 3.7377 -1.6009 -0.1975
H25 5.4517 -0.2641 -3.2366
H26 7.6681 -1.0068 -4.0504

# 4
The following is a quantum chemistry calculation of a molecular structure, C37H26Cl2N10RuS2 at a distorted geometry, from OMol25.

Values from the calculation:
net charge: 0
LUMO level: -1.9 eV

Element x y z (Å)
Ru1 -0.7823 0.5047 0.2257
C1 -5.6699 -1.1107 2.6463
C2 -4.9064 -1.6174 3.6974
C3 -3.5626 -1.9116 3.5220
C4 -3.0113 -1.6944 2.2718
C5 -1.6054 -1.7165 1.8267
N1 -0.5917 -1.8450 2.6240
C6 0.6150 -1.4190 2.1194
C7 1.9054 -1.7464 2.6140
C8 2.3491 -2.5405 3.6901
C9 3.6977 -2.6136 3.9477
C10 4.6405 -1.9374 3.1234
C11 4.2392 -1.1690 2.0595
C12 2.8505 -1.0254 1.8141
C13 2.0840 -0.3007 0.8720
N2 2.5682 0.3517 -0.2183
C14 1.8614 0.6524 -1.2462
N3 0.4880 0.3534 -1.5270
C15 0.2809 0.6734 -2.7985
N4 -0.7106 0.3241 -3.6486
C16 -1.7089 -0.4230 -3.3066
N5 -2.2803 -0.6371 -2.1123
C17 -3.0462 -1.8231 -2.0970
N6 -3.4329 -2.2062 -0.9620
C18 -2.9094 -1.1841 -0.0016
N7 -1.5495 -1.4565 0.4781
C19 -3.7739 -1.1973 1.2252
C20 -5.1128 -0.9046 1.3907
C21 -3.1203 -2.2856 -3.4867
C22 -3.7708 -3.3481 -4.0818
C23 -3.6317 -3.4940 -5.4573
C24 -2.8513 -2.6118 -6.2017
C25 -2.1801 -1.5568 -5.5947
C26 -2.3386 -1.4019 -4.2323
C27 1.4574 1.3299 -3.3855
C28 1.6815 1.8531 -4.6475
C29 2.9370 2.3851 -4.9021
C30 3.9385 2.3602 -3.9270
C31 3.7113 1.8082 -2.6746
C32 2.4460 1.3047 -2.4184
N8 0.7620 -0.5319 1.1169
H1 -6.7129 -0.8741 2.8145
H2 -5.3702 -1.7702 4.6637
H3 -2.9496 -2.2815 4.3335
H4 1.6306 -3.0847 4.2912
H5 4.0573 -3.2232 4.7671
H6 5.6966 -2.0480 3.3355
H7 4.9609 -0.6725 1.4223
H8 -5.7081 -0.5198 0.5727
H9 -4.3641 -4.0362 -3.4955
H10 -4.1346 -4.3093 -5.9604
H11 -2.7620 -2.7576 -7.2703
H12 -1.5558 -0.8761 -6.1573
H13 0.9006 1.8452 -5.3959
H14 3.1526 2.8171 -5.8706
H15 4.9115 2.7733 -4.1610
H16 4.4928 1.7610 -1.9265
C33 3.6564 2.9296 2.2901
N9 2.6507 2.9072 1.2526
C34 1.3496 2.7504 1.4250
S1 0.2758 2.8042 0.1272
N10 0.8576 2.6013 2.7055
C35 1.2853 1.6128 3.5575
H17 4.5531 3.4019 1.8960
H18 3.9289 1.9151 2.6018
H19 3.3010 3.5070 3.1431
H20 2.9518 2.8382 0.2907
H21 -0.1705 2.6485 2.7061
H22 3.8031 1.3646 4.7597
H23 3.0615 -0.2735 5.3804
H24 2.1433 1.3976 5.7373
Cl1 2.5502 0.7386 4.5954
C36 0.8417 0.4640 4.0604
Cl2 -1.7927 1.1907 2.3468
H25 -0.0667 -0.0862 4.2827
H26 2.9645 0.0854 3.4677
S2 -2.6750 1.7022 -0.7623
C37 -2.4575 0.0337 -0.8546

What molar mass values result from the calculations? In sequence: 1073.15 753.50 980.98 846.79 Da.